i | Below is 2 unconnected molecules or ions with the total composition CH5N2S, with properties calculated with ωB97M-V with the def2-TZVPD basis set.

## Properties
HOMO energy in Ha: -0.123
Net charge: -1

Positions of all 9 atoms, in Å:
S  2.10619  0.77130  1.54984
H  1.71474  1.49561  2.60677
N  -0.52179  -0.13099  0.48025
C  -0.40670  -0.35492  -0.83621
N  -1.36738  -0.75915  -1.60062
H  -1.48946  -0.22378  0.74957
H  0.45846  0.19626  0.85939
H  0.56801  -0.08578  -1.25462
H  -1.06207  -0.90856  -2.55438



ii | Below is 2 unconnected molecules or ions with the total composition CH5N2S, with properties calculated with ωB97M-V with the def2-TZVPD basis set.

## Properties
HOMO energy in Ha: -0.115
Net charge: -1

Positions of all 9 atoms, in Å:
S  -2.11780  -0.93431  -0.08006
H  -3.08339  -0.01095  0.07311
N  0.50442  0.78538  0.52255
C  1.50504  0.44267  -0.30625
N  2.74470  0.63792  -0.01548
H  0.79896  0.90230  1.48510
H  -0.45229  0.37382  0.39228
H  1.16821  -0.00372  -1.24557
H  3.34586  0.31332  -0.75765



ii wins, 39.0 kJ/mol ahead of the next structure.



i | Below is a single C2H4O2S2 molecule, with properties calculated with ωB97M-V with the def2-TZVPD basis set.

## Properties
HOMO energy in Ha: -0.345
Net charge: 0

Positions of all 10 atoms, in Å:
O  0.19865  1.05589  -1.11816
C  0.69243  0.13431  0.24298
C  -0.60403  -0.33904  0.80938
S  -1.53688  -1.37403  -0.33390
O  1.76307  0.60153  0.84840
S  2.23293  -0.68284  -0.16768
H  0.77359  1.22746  -1.80662
H  -1.20906  0.60045  0.87404
H  -0.53222  -0.76811  1.77984
H  -1.77849  -0.45563  -1.12828



ii | Below is a molecular structure, C2H4O2S2, with properties calculated with ωB97M-V with the def2-TZVPD basis set.

## Properties
HOMO energy in Ha: -0.359
Net charge: 0

Positions of all 10 atoms, in Å:
C  0.23141  0.41208  0.98872
C  0.72498  -0.91488  0.11278
O  -2.32884  0.90160  -1.80889
O  -0.05615  1.46332  0.12663
S  -0.40356  -1.10942  -1.28931
S  -0.91489  0.88800  -1.75562
H  -0.70531  0.26026  1.52872
H  1.01978  0.67155  1.63900
H  1.63925  -0.70778  -0.31982
H  0.79334  -1.86474  0.77779



iii | Below is 2 unconnected molecules or ions with the total composition C2H4O2S2, with properties calculated with ωB97M-V with the def2-TZVPD basis set.

## Properties
HOMO energy in Ha: -0.341
Net charge: 0

Positions of all 10 atoms, in Å:
C  -0.49152  -0.78357  -0.62827
C  1.94682  0.18492  0.43593
O  -3.36747  -0.67122  0.65693
O  -2.28221  1.27954  -0.33156
S  0.36630  -0.71621  0.73292
S  -2.85033  -0.04239  -0.53070
H  -0.05037  -0.31678  -1.50568
H  1.88629  1.14103  0.94716
H  2.08982  0.33560  -0.62888
H  2.75268  -0.41093  0.85214



ii wins, 45.3 kJ/mol ahead of the next structure.



i | Below is 2 unconnected molecules or ions with the total composition CH4NO2S, with properties calculated with ωB97M-V with the def2-TZVPD basis set.

## Properties
HOMO energy (spin up / spin down) in Ha: -0.126 / -0.112
Net charge: -1

Positions of all 9 atoms, in Å:
C  -0.95850  0.37921  -1.19776
N  0.84426  0.53498  1.77280
O  1.66259  -1.19669  0.05888
O  -0.31230  -1.77043  1.40485
S  0.57399  -0.67468  0.84799
H  -1.76520  0.86203  -0.66919
H  -0.29301  1.19005  -1.46192
H  -1.11858  -0.37851  -1.82008
H  1.36674  1.05404  1.06442



ii | Below is 2 unconnected molecules or ions with the total composition CH4NO2S, with properties calculated with ωB97M-V with the def2-TZVPD basis set.

## Properties
HOMO energy in Ha: -0.122
Net charge: -1

Positions of all 9 atoms, in Å:
C  1.88443  -0.36636  -0.18353
N  1.59052  0.82784  -0.05132
O  -3.38480  -0.03432  -0.07915
O  -1.04557  0.58792  -0.74154
S  -1.91552  -0.23747  0.15419
H  2.85250  -0.84324  -0.22654
H  1.07033  -1.17261  -0.18456
H  -1.53604  0.26818  1.56544
H  0.48415  0.97006  -0.25299



ii wins, 127.6 kJ/mol ahead of the next structure.



i | Below is a single C4H11NS molecule, with properties calculated with ωB97M-V with the def2-TZVPD basis set.

## Properties
HOMO energy in Ha: -0.314
Net charge: 0

Positions of all 17 atoms, in Å:
C  -1.49895  0.06334  -2.10662
C  -0.74489  1.04947  -1.15913
S  1.02510  0.86532  -0.73511
C  0.97247  -0.78836  0.04469
N  0.23586  -0.64373  1.31543
C  0.95871  0.15417  2.31450
H  -1.10802  -0.88340  -1.72317
H  -1.21417  0.29282  -3.13570
H  -2.57565  -0.06986  -2.03066
H  -1.22235  0.92554  -0.17068
H  -0.84134  2.03270  -1.62360
H  1.99507  -1.10922  0.28932
H  0.51601  -1.49309  -0.64256
H  0.12149  -1.56823  1.72183
H  1.99041  -0.19253  2.43294
H  0.34153  0.16503  3.20562
H  1.04871  1.20002  2.00290



ii | Below is 2 unconnected molecules or ions with the total composition C4H11NS, with properties calculated with ωB97M-V with the def2-TZVPD basis set.

## Properties
HOMO energy in Ha: -0.309
Net charge: 0

Positions of all 17 atoms, in Å:
C  -2.81594  0.73058  -0.33336
N  -2.48668  0.44878  -1.51641
C  -2.05491  1.50712  -2.37792
H  -2.98396  1.77282  -0.02066
H  -2.61655  0.02465  0.45755
H  -1.63091  1.17880  -3.33012
H  -1.21591  2.06838  -1.96284
H  -2.80164  2.25674  -2.64455
C  2.79035  -2.26780  1.58612
S  2.17104  -1.34172  0.08120
C  1.34843  0.02310  1.06631
H  2.61631  -3.31200  1.35128
H  2.14775  -2.00679  2.41940
H  3.78449  -1.92297  1.76390
H  0.54176  0.35467  0.41540
H  1.06316  -0.27012  2.06428
H  2.14320  0.75578  0.98042



i wins, 117.0 kJ/mol ahead of the next structure.



i | Below is 2 unconnected molecules or ions with the total composition C4H11NS, with properties calculated with ωB97M-V with the def2-TZVPD basis set.

## Properties
HOMO energy in Ha: -0.307
Net charge: 0

Positions of all 17 atoms, in Å:
C  1.91590  1.21394  0.86342
C  2.37655  0.52857  -0.17598
N  1.95372  0.74276  -1.49385
H  1.39284  2.14835  0.66495
H  2.08319  0.99855  1.90712
H  3.15464  -0.22034  -0.05298
H  1.06603  1.20641  -1.57079
H  2.05173  -0.09667  -2.04322
C  -2.46679  -0.27284  -0.83388
S  -2.44457  -0.00249  0.97444
C  -1.09603  -1.16592  1.33555
H  -3.31212  -0.87182  -1.16983
H  -1.57909  -0.77693  -1.20133
H  -2.54065  0.71321  -1.30678
H  -1.49412  -2.13415  1.05980
H  -0.27572  -0.89984  0.66697
H  -0.78551  -1.11078  2.37639



ii | Below is a single C4H11NS molecule, with properties calculated with ωB97M-V with the def2-TZVPD basis set.

## Properties
HOMO energy in Ha: -0.331
Net charge: 0

Positions of all 17 atoms, in Å:
N  0.47354  -2.09508  1.20325
C  -0.52179  -1.04028  1.13540
C  0.02433  0.37024  0.91477
C  0.73775  0.57955  -0.41059
C  -0.18398  0.65292  -1.60262
S  -1.34588  2.05308  -1.46387
H  0.72472  -2.38039  2.13446
H  1.31948  -1.86730  0.70181
H  -1.26365  -1.29062  0.37052
H  -1.11562  -1.02422  2.05332
H  -0.81436  1.06184  1.01675
H  0.65270  0.61392  1.77912
H  1.44669  -0.23650  -0.55111
H  1.36704  1.46374  -0.37169
H  -0.77500  -0.25079  -1.74102
H  0.39879  0.77192  -2.51460
H  -1.12476  2.61797  -2.65391



ii wins, 90.1 kJ/mol ahead of the next structure.



i | Below is 2 unconnected molecules or ions with the total composition C4H11NS, with properties calculated with ωB97M-V with the def2-TZVPD basis set.

## Properties
HOMO energy in Ha: -0.314
Net charge: 0

Positions of all 17 atoms, in Å:
C  2.15493  -0.06241  1.36570
C  2.92360  0.02900  0.26034
N  2.56826  0.35358  -1.06674
H  1.20923  -0.65675  1.35855
H  2.68795  0.09754  2.27634
H  4.02929  0.06732  0.44084
H  1.56457  0.15985  -1.16095
H  3.04863  -0.41591  -1.54063
C  -2.89191  0.60130  0.94923
S  -3.21118  -0.67119  -0.34317
C  -1.74111  -0.55367  -1.29846
H  -2.14110  1.36160  0.60251
H  -2.43373  0.01155  1.73886
H  -3.84194  1.12748  1.08019
H  -1.43631  -1.18633  -2.13565
H  -1.69565  0.42825  -1.78215
H  -0.79354  -0.69122  -0.74480



ii | Below is 2 unconnected molecules or ions with the total composition C4H11NS, with properties calculated with ωB97M-V with the def2-TZVPD basis set.

## Properties
HOMO energy in Ha: -0.310
Net charge: 0

Positions of all 17 atoms, in Å:
C  -2.06836  0.17848  -1.09667
N  -1.66742  1.30921  -0.70820
C  -0.76772  2.00927  -1.59309
H  -2.64958  -0.46759  -0.44261
H  -1.86470  -0.25605  -2.08031
H  -0.74815  3.09604  -1.55672
H  0.27618  1.74243  -1.37366
H  -0.88452  1.66816  -2.63344
C  1.19746  -2.37506  1.11304
S  0.27208  -1.15478  2.12020
C  1.09906  0.33711  1.47865
H  2.28425  -2.29856  1.09091
H  0.96436  -3.38904  1.43335
H  0.83007  -2.24564  0.09527
H  0.39995  1.13865  1.70341
H  1.30564  0.27007  0.41558
H  2.02141  0.43729  2.03430



ii wins, 81.5 kJ/mol ahead of the next structure.